# 1
Molecular formula: C3H2O2S2
Method: DFT, ωB97M-V with the def2-TZVPD basis set

```
! RIJCOSX wB97M-V def2-TZVPD def2/J DEFGRID3
* xyz 0 1
C 1.03 1.12 0.05
C 0.69 -1.11 0.82
C -1.39 0.31 0.22
O -2.35 0.49 0.92
O -0.33 -1.23 -1.63
S -0.32 1.62 -0.56
S -0.67 -1.43 -0.20
H 1.78 1.80 -0.02
H 1.56 -1.56 0.40
*
```

Its HOMO energy is -8.787 eV. For the LUMO energy, the calculation gives -1.5 eV. The value obtained for the relative energy (zero: lowest compared OMol25 entry of this formula, charge and spin) is 165.8 kcal/mol. The calculation puts the gap between HOMO and LUMO at 0.2670 Eh.

Löwdin atomic charge list, values in e, 4 entries: atom 1 (C): -0.303, atom 2 (C): -0.212, atom 3 (C): -0.694, atom 4 (O): 0.049

***

# 2
Molecular formula: C3H2O2Y
Method: DFT, ωB97M-V with the def2-TZVPD basis set

```
! RIJCOSX wB97M-V def2-TZVPD def2/J DEFGRID3
* xyz 1 1
H 3.45 -0.71 1.00
O -0.58 -0.80 -0.20
O -0.27 1.25 -0.58
C -1.65 -0.09 0.37
C -1.58 1.22 0.03
C 0.29 0.08 -0.62
H -2.46 -0.72 0.72
Y 2.81 -0.23 -0.72
*
```

Its HOMO energy is -11.495 eV. For the LUMO energy, the calculation gives -7.1 eV. The value obtained for the relative energy (zero: lowest compared OMol25 entry of this formula, charge and spin) is 46.8 kcal/mol. The calculation puts the gap between HOMO and LUMO at 0.1602 Eh.

Löwdin atomic charge list, values in e, 4 entries: atom 1 (H): -0.171, atom 2 (O): -0.039, atom 3 (O): -0.111, atom 4 (C): -0.120